Computed, not measured: a molecular structure, C24H18CrF4N4OS in a non-equilibrium geometry, with the ωB97M-V functional and the def2-TZVPD basis.

CARTESIAN COORDINATES (ANGSTROEM)
Cr1 0.074 0.656 -0.444
C1 1.613 0.835 3.918
C2 0.170 0.551 3.714
C3 -0.557 -0.053 4.725
C4 -1.876 -0.430 4.517
C5 -2.465 -0.128 3.303
C6 -1.743 0.531 2.309
N1 -0.428 0.826 2.519
C7 -2.463 0.817 1.064
C8 -3.835 1.068 1.189
C9 -4.661 0.967 0.088
C10 -4.079 0.660 -1.130
C11 -2.693 0.605 -1.235
N2 -1.882 0.702 -0.152
C12 -2.014 0.462 -2.520
C13 -2.667 0.523 -3.752
C14 -1.914 0.444 -4.911
C15 -0.542 0.316 -4.805
C16 0.047 0.268 -3.546
C17 1.525 0.166 -3.411
N3 -0.682 0.327 -2.437
H1 1.916 0.506 4.908
H2 1.834 1.898 3.819
H3 2.213 0.307 3.173
H4 -0.080 -0.232 5.677
H5 -2.431 -0.955 5.279
H6 -3.480 -0.429 3.104
H7 -4.232 1.345 2.150
H8 -5.726 1.092 0.190
H9 -4.695 0.474 -1.991
H10 -3.734 0.645 -3.814
H11 -2.389 0.503 -5.876
H12 0.077 0.265 -5.684
H13 1.992 0.119 -4.388
H14 1.796 -0.728 -2.851
H15 1.910 1.035 -2.880
F1 2.065 -4.092 -0.722
C18 2.853 -3.548 0.217
F2 4.006 -4.220 0.202
F3 2.269 -3.800 1.399
C19 3.041 -2.073 -0.020
C20 4.293 -1.501 -0.182
C21 4.392 -0.130 -0.398
C22 3.232 0.619 -0.505
N4 2.032 0.064 -0.395
C23 1.910 -1.250 -0.115
S1 0.264 -1.683 0.110
H16 5.182 -2.111 -0.119
H17 5.354 0.343 -0.490
H18 3.238 1.690 -0.669
F4 0.311 2.387 -1.086
O1 1.304 2.019 1.574
C24 0.353 1.325 1.379

Output
HOMO level (alpha / beta): -10.879 / -10.826 eV
Spin multiplicity: 2
LUMO level (alpha / beta): -4.3 / -4.4 eV
Charge: +1
Calculated total energy: -3061.6226 hartree
Orbital gap (alpha / beta): 6.530 / 6.439 eV
Energy above the lowest of the compared OMol25 structures with the same formula, charge and spin: 139.8 kJ/mol

Mulliken population analysis, charges in e, atoms 1 to 2: atom 1 (Cr): -0.6451, atom 2 (C): -1.4229